1.
103
Properties=species:S:1:pos:R:3:forces:R:3 method="wB97M-V/def2-TZVPD" s2=0.7561 lumo_energy_ha="-0.211 / -0.323" homo_lumo_gap_ev="5.56 / 2.50" multiplicity=2 total_charge=+2 total_energy_ev=-68553.903 de_lowest_kcal_mol=82.67 max_force_ha_per_bohr=0.06476
Ir -0.284 0.481 0.184 -2.1 2.2 1.4
C -1.227 0.107 -2.685 -1.5 0.0 0.6
C -2.371 0.125 -1.843 1.7 -0.6 -1.9
C -2.318 1.300 -1.036 1.9 0.3 1.4
C -1.114 2.017 -1.378 0.1 -0.7 0.3
C -0.431 1.238 -2.379 -0.2 -0.2 0.8
C 0.755 1.671 -3.155 0.0 0.0 0.0
C -0.883 3.480 -1.179 0.1 -0.2 0.0
C -3.460 1.812 -0.226 0.1 -0.1 0.0
C -3.511 -0.820 -1.925 0.1 -0.1 0.1
C -0.970 -0.837 -3.790 0.4 -0.1 0.0
H 1.339 0.819 -3.494 0.1 -0.1 0.0
H 1.391 2.344 -2.582 0.0 0.1 0.1
H 0.419 2.215 -4.041 0.0 0.1 -0.1
H -1.541 3.888 -0.419 0.0 0.1 0.1
H -1.081 3.995 -2.121 -0.1 0.2 0.0
H 0.150 3.699 -0.917 0.1 0.1 0.1
H -4.158 2.355 -0.867 0.0 0.0 0.0
H -3.113 2.481 0.557 -0.1 0.1 0.0
H -4.000 0.982 0.226 -0.1 0.0 0.1
H -4.019 -0.920 -0.968 -0.1 -0.1 0.1
H -3.183 -1.801 -2.263 0.0 0.0 0.1
H -4.239 -0.447 -2.652 -0.1 0.0 0.0
H -0.006 -1.328 -3.664 0.0 -0.1 0.0
H -0.928 -0.304 -4.741 -0.1 0.0 -0.1
H -1.748 -1.592 -3.849 0.0 -0.1 -0.1
C 5.138 -4.409 0.479 0.3 -0.2 0.3
C 3.966 -3.587 0.093 -0.5 0.7 0.1
C 3.266 -3.814 -1.097 0.1 0.2 0.6
C 2.151 -3.084 -1.449 -0.4 0.8 0.3
C 1.544 -3.374 -2.795 0.3 0.2 0.5
O 2.222 -3.216 -3.786 -0.1 -0.1 -0.2
C 0.153 -3.867 -2.853 -0.6 -0.3 -0.4
C -0.358 -4.251 -4.098 0.1 0.1 0.3
C -1.682 -4.625 -4.225 0.0 0.0 -0.1
C -2.514 -4.618 -3.115 0.0 0.0 0.0
C -2.000 -4.290 -1.868 -0.1 -0.1 0.0
C -0.673 -3.928 -1.731 0.1 0.0 -0.2
C 1.690 -2.005 -0.626 1.8 -0.9 1.1
O 0.671 -1.305 -0.927 -2.4 1.7 -0.9
C 2.437 -1.782 0.595 -1.0 0.5 -0.9
C 3.519 -2.557 0.931 0.6 -1.0 -0.3
C 1.882 -0.707 1.436 0.1 -1.0 -0.9
N 1.804 0.518 0.998 -0.4 1.1 -0.1
C 2.708 0.976 -0.042 0.4 -0.7 -0.5
C 2.918 2.472 0.150 0.1 -0.1 0.1
Te 4.214 3.273 -1.413 -1.3 0.5 0.3
C 2.798 4.800 -1.915 0.4 -0.3 0.0
C 2.425 4.984 -3.241 0.4 -0.2 -0.1
C 1.439 5.904 -3.551 0.0 0.0 -0.1
C 0.844 6.652 -2.547 0.0 0.0 0.0
C 1.255 6.505 -1.232 0.1 0.0 0.1
C 2.227 5.575 -0.913 0.2 -0.2 0.3
C 1.297 -1.059 2.725 -0.1 0.0 0.6
C 1.094 -0.082 3.705 0.1 -0.2 -0.1
C 0.605 -0.437 4.946 -0.1 0.1 0.1
C 0.298 -1.762 5.229 0.0 -0.1 -0.1
C 0.492 -2.736 4.261 -0.1 0.0 0.2
C 0.993 -2.391 3.021 0.1 0.2 -0.2
H 5.451 -5.064 -0.327 0.1 -0.1 -0.1
H 4.888 -5.020 1.347 0.1 -0.2 0.0
H 5.976 -3.778 0.769 0.1 0.0 0.0
H 3.589 -4.598 -1.767 0.1 -0.1 -0.1
H 0.304 -4.251 -4.951 0.0 0.1 -0.1
H -2.070 -4.916 -5.191 0.0 0.0 0.0
H -3.559 -4.875 -3.224 0.0 -0.1 0.0
H -2.643 -4.328 -0.999 0.0 0.0 0.1
H -0.282 -3.687 -0.755 0.1 0.1 0.1
H 4.043 -2.359 1.855 0.1 0.0 0.2
H 2.307 0.780 -1.046 0.1 -0.1 0.1
H 3.664 0.443 0.036 -0.1 0.0 0.0
H 3.351 2.667 1.127 0.3 0.1 0.0
H 1.966 2.991 0.077 0.1 0.2 -0.2
H 2.902 4.413 -4.025 0.0 0.0 -0.1
H 1.141 6.037 -4.579 0.0 0.0 -0.1
H 0.068 7.359 -2.790 -0.1 0.1 -0.1
H 0.834 7.127 -0.457 -0.1 0.0 0.1
H 2.556 5.460 0.110 0.0 0.0 0.2
H 1.353 0.942 3.480 0.0 0.1 0.0
H 0.494 0.312 5.715 0.0 0.1 0.1
H -0.072 -2.039 6.205 0.0 0.0 0.1
H 0.271 -3.770 4.478 0.0 -0.1 0.0
H 1.155 -3.155 2.275 0.0 0.0 -0.1
C -3.152 -0.352 5.106 -0.1 0.1 0.3
N -2.852 -0.765 3.748 -0.1 0.2 -0.2
C -3.124 -2.160 3.458 0.0 -0.2 -0.2
C -2.239 0.013 2.831 0.2 -0.4 -0.1
N -1.711 -0.432 1.739 1.1 -0.3 -0.6
N -2.266 1.370 3.113 -0.2 0.4 0.3
C -1.416 2.361 2.689 -0.2 -0.1 0.0
N -1.570 3.541 3.338 0.0 0.1 0.1
N -0.564 2.188 1.745 0.3 -1.3 -1.8
H -4.224 -0.185 5.245 0.0 0.0 0.0
H -2.603 0.542 5.388 0.0 0.0 0.0
H -2.842 -1.144 5.787 0.0 0.0 0.0
H -3.858 -2.523 4.173 0.0 0.0 0.0
H -2.225 -2.776 3.544 0.0 0.0 0.0
H -3.547 -2.270 2.460 0.0 0.0 0.0
H -1.722 -1.443 1.677 0.1 0.0 0.1
H -2.968 1.649 3.784 0.1 0.0 -0.2
H -2.168 3.652 4.140 0.1 -0.1 0.0
H -0.948 4.306 3.142 -0.1 -0.1 -0.1
H 0.025 2.997 1.589 0.0 -0.1 0.0

2.
111
Properties=species:S:1:pos:R:3:forces:R:3 method="wB97M-V/def2-TZVPD" lumo_energy_ha=-0.116 homo_lumo_gap_ev=6.80 total_charge=+1 total_energy_ev=-82175.000 de_lowest_kcal_mol=160.92 max_force_ha_per_bohr=0.08732
Y -0.065 0.038 0.344 -1.5 -2.9 -3.1
O -3.166 4.982 5.209 0.0 0.3 0.1
C -3.993 4.454 4.296 0.1 -0.2 -0.2
O -5.057 4.958 4.081 0.0 0.0 0.0
C -3.499 3.210 3.545 0.0 0.1 0.0
C -2.011 3.199 3.070 0.0 -0.1 0.1
C -1.728 3.078 1.623 -0.1 -0.2 -0.4
C -2.628 2.462 0.838 0.0 1.0 0.5
C -4.048 2.515 1.224 0.0 -0.2 -0.1
C -4.451 2.904 2.428 -0.1 0.0 0.1
N -2.214 1.636 -0.209 0.5 -0.7 -0.3
C -2.959 1.278 -1.177 -0.1 0.4 0.2
C -2.667 0.049 -1.912 0.1 -0.3 -0.3
C -3.444 -0.331 -2.995 0.0 0.1 0.1
C -3.234 -1.571 -3.578 0.1 -0.1 0.0
C -2.242 -2.383 -3.064 -0.2 0.0 -0.1
C -1.500 -1.922 -1.984 0.0 -0.1 0.1
N -1.705 -0.746 -1.406 -0.2 -0.1 0.0
H -2.421 4.406 5.425 0.0 -0.2 0.0
H -1.368 3.921 3.572 0.0 0.0 0.0
H -0.698 3.170 1.300 0.1 -0.1 0.1
H -4.783 2.274 0.465 0.0 0.0 0.1
H -5.500 3.046 2.652 0.0 -0.1 0.0
H -3.869 1.813 -1.453 -0.1 -0.1 0.1
H -4.213 0.332 -3.371 0.0 0.0 0.0
H -3.836 -1.897 -4.415 0.0 0.0 0.0
H -2.039 -3.354 -3.490 0.0 0.0 0.0
H -0.721 -2.540 -1.551 0.0 0.0 0.0
C 2.408 5.055 0.485 -0.1 0.0 0.1
C 2.100 3.601 0.663 -0.1 0.0 -0.2
N 1.975 3.026 1.791 0.0 -0.4 -0.2
O 2.082 3.883 2.858 0.1 0.1 0.3
C 1.951 2.694 -0.506 -0.1 0.0 0.2
C 2.696 2.955 -1.774 0.0 -0.2 0.0
N 1.200 1.670 -0.343 1.1 1.5 -0.1
O 1.128 0.713 -1.279 0.4 0.1 -0.7
H 1.889 5.629 1.252 0.0 0.0 -0.1
H 2.116 5.412 -0.500 0.0 0.0 0.0
H 3.477 5.231 0.622 0.0 0.0 0.0
H 2.052 3.266 3.601 -0.1 0.1 0.1
H 3.691 3.344 -1.563 0.0 0.1 0.0
H 2.165 3.680 -2.394 0.0 0.0 0.0
H 2.771 2.022 -2.330 0.0 0.1 0.0
C 0.360 -4.818 5.932 -0.1 0.1 -0.1
C -0.659 -3.695 5.707 0.0 0.0 0.2
C -0.178 -2.427 6.437 0.0 0.0 0.0
C -2.008 -4.140 6.286 0.1 0.0 -0.1
C -0.782 -3.330 4.238 0.0 0.1 -0.1
C -1.949 -2.782 3.712 0.0 -0.1 0.0
C -1.972 -2.344 2.401 0.0 0.0 -0.1
N -0.920 -2.397 1.587 0.1 0.2 -0.2
C 0.190 -2.975 2.063 -0.1 0.0 0.1
C 0.295 -3.447 3.361 0.0 0.0 -0.1
C 1.319 -3.072 1.105 0.0 -0.1 0.0
C 2.130 -4.198 1.068 0.0 0.1 0.0
C 3.132 -4.312 0.108 -0.1 0.1 0.1
C 3.278 -3.231 -0.762 0.0 -0.1 0.0
C 2.442 -2.139 -0.656 0.1 0.1 -0.2
N 1.464 -2.053 0.252 -0.2 0.3 0.0
C 3.971 -5.568 -0.055 0.0 -0.1 0.0
C 3.861 -6.499 1.156 0.0 0.1 -0.1
C 3.442 -6.304 -1.298 0.0 0.0 0.0
C 5.448 -5.203 -0.254 -0.1 0.0 0.0
H 0.344 -5.109 6.982 0.0 0.0 0.0
H 1.378 -4.503 5.699 0.0 0.0 0.0
H 0.117 -5.697 5.332 0.0 0.0 0.0
H -0.083 -2.626 7.506 0.0 0.0 0.0
H -0.883 -1.604 6.298 0.0 0.0 0.0
H 0.794 -2.110 6.055 0.0 0.0 0.0
H -1.861 -4.519 7.297 0.0 0.0 0.0
H -2.445 -4.937 5.681 0.0 0.0 0.0
H -2.719 -3.316 6.345 0.0 0.0 0.0
H -2.840 -2.671 4.313 0.0 0.0 0.0
H -2.873 -1.912 1.981 0.0 0.1 0.1
H 1.234 -3.867 3.692 0.0 0.0 0.0
H 1.941 -4.991 1.776 0.0 0.0 0.0
H 4.039 -3.233 -1.530 0.0 0.0 0.0
H 2.536 -1.291 -1.326 0.0 0.0 0.0
H 2.847 -6.876 1.288 0.0 0.0 0.0
H 4.176 -5.994 2.071 0.0 0.0 0.0
H 4.512 -7.360 1.006 0.0 0.0 0.0
H 2.402 -6.600 -1.154 0.0 0.0 0.0
H 4.034 -7.202 -1.480 0.0 0.0 0.0
H 3.497 -5.671 -2.185 0.0 0.0 0.0
H 5.809 -4.591 0.574 0.0 0.0 0.0
H 5.617 -4.660 -1.183 0.0 0.0 0.0
H 6.047 -6.114 -0.290 0.0 0.0 0.0
O 0.294 0.948 3.720 0.0 0.2 0.1
B -0.355 0.488 2.537 0.0 1.1 4.0
O -1.736 0.752 2.702 -0.1 -0.4 0.2
C -1.865 1.735 3.714 0.2 0.5 0.0
C -3.217 1.931 4.424 0.1 -0.2 0.0
C -3.039 2.144 5.902 -0.1 0.1 0.0
C -1.852 2.101 6.515 -0.1 0.0 0.0
C -0.601 1.734 5.845 0.2 0.0 -0.1
C -0.645 1.509 4.534 -0.2 -0.2 0.0
H -3.957 1.146 4.246 0.0 0.0 -0.1
H -3.942 2.314 6.476 0.0 0.1 0.0
H -1.800 2.255 7.586 -0.1 0.0 0.0
H 0.291 1.568 6.434 0.0 0.0 -0.1
C 2.125 -3.251 -4.510 0.0 0.0 0.0
N 2.675 -1.955 -4.851 0.0 0.1 -0.1
C 1.964 -0.803 -4.874 0.0 -0.1 0.1
N 2.644 0.290 -5.283 0.1 0.0 0.0
S 0.370 -0.669 -4.401 -0.1 -0.1 0.0
H 1.976 -3.870 -5.397 0.0 0.0 0.0
H 1.164 -3.086 -4.031 0.0 0.0 0.0
H 2.787 -3.772 -3.817 0.0 0.0 0.0
H 3.575 -1.954 -5.303 0.0 0.0 0.0
H 3.569 0.240 -5.675 0.0 0.0 0.0
H 2.133 1.151 -5.346 0.0 0.0 0.0